Entry 1
Molecular formula: C4H7F
Method: DFT, wB97M-V/def2-TZVPD

Its LUMO energy is 1.21 eV. As for the net charge: 0. As for the multiplicity: 1. The SMILES is FCC1CC1. The value obtained for the gap between HOMO and LUMO is 11.12 eV. The highest occupied orbital energy comes out at -0.36441 hartree.

Geometry (Å):
F: 0.96496 -1.94692 0.03160
C: 1.35645 -0.67151 0.27213
C: 0.17530 0.11452 -0.51596
C: -1.02881 -0.07803 0.25858
C: -0.80972 1.42303 -0.18657
H: 2.51112 -0.50891 -0.03973
H: 1.30972 -0.54549 1.33278
H: 0.17176 -0.20022 -1.50971
H: -1.59044 -0.90827 -0.43900
H: -0.96360 -0.53333 1.27836
H: -1.47802 1.76507 -1.04463
H: -0.61872 2.09008 0.56213

Here are the Mulliken charges for atoms 1 to 8, given in e: F -0.245; C -0.355; C -0.128; C -0.358; C -0.647; H 0.223; H 0.267; H 0.306

Entry 2
Molecular formula: C4H7F
Method: DFT, wB97M-V/def2-TZVPD

Its LUMO energy is 1.02 eV. As for the net charge: 0. As for the multiplicity: 1. The value obtained for the gap between HOMO and LUMO is 11.14 eV. The highest occupied orbital energy comes out at -0.37197 hartree.

Geometry (Å):
C: 0.38263 1.43819 0.66419
C: -0.03096 0.23662 -0.08586
C: -0.89013 -0.70542 -1.13211
C: -0.94067 -0.66270 0.42426
H: 1.05501 2.06405 0.13532
H: 0.88975 1.01822 1.66916
H: -0.61425 2.16664 0.83738
H: -0.21122 -1.29671 -1.86775
H: -1.61780 -0.08526 -1.58210
H: -1.74768 -0.28908 1.01746
H: -0.76049 -1.75164 1.25381
F: 1.32016 -0.40737 -0.07624

Here are the Mulliken charges for atoms 1 to 8, given in e: C -1.059; C 0.807; C -0.554; C -0.686; H 0.318; H 0.263; H 0.275; H 0.251

Most stable structure, least stable structure: entry 1, entry 2.

Entry 1
Molecular formula: C4H10N2O4S
Method: DFT, wB97M-V/def2-TZVPD

Its LUMO energy is 0.45 eV. As for the net charge: 0. As for the multiplicity: 1. The value obtained for the gap between HOMO and LUMO is 10.17 eV. The highest occupied orbital energy comes out at -0.35706 hartree.

Geometry (Å):
C: -0.76951 -1.31116 2.70144
C: 0.29499 -2.31049 2.97507
C: 1.92728 2.34389 -1.79781
C: 0.78742 1.44740 -1.83776
N: 0.08082 1.02828 -0.80869
N: 0.30116 1.08023 -3.05537
O: -3.66088 -1.93591 0.64046
O: -0.97523 -0.41489 3.46893
O: -1.32724 -1.60482 1.56958
O: -1.93511 -0.72745 -0.69582
S: -2.67128 -0.94110 0.77777
H: 0.40130 -3.07942 2.12820
H: 0.16838 -2.72028 3.98869
H: 1.32404 -1.81233 3.02546
H: 1.89973 3.16554 -1.09086
H: 2.82586 1.74986 -1.47943
H: 2.02925 2.58569 -2.80098
H: 0.55905 1.15721 0.02971
H: 0.58636 1.51666 -3.90383
H: -1.16764 -0.16319 -0.69686
H: -0.67874 0.94628 -3.13789

Here are the Mulliken charges for atoms 1 to 8, given in e: C 0.684; C -0.793; C -1.110; C 0.647; N -0.719; N -0.439; O -0.460; O -0.563

Entry 2
Molecular formula: C4H10N2O4S
Method: DFT, wB97M-V/def2-TZVPD

Its LUMO energy is 0.45 eV. As for the net charge: 0. As for the multiplicity: 1. The value obtained for the gap between HOMO and LUMO is 8.57 eV. The highest occupied orbital energy comes out at -0.29811 hartree.

Geometry (Å):
C: -3.05806 -0.72600 -0.90712
C: -0.32359 2.15518 0.84449
C: 3.27639 -1.58994 0.98633
C: 0.62659 1.34465 0.01849
N: -2.68237 -1.55406 0.03457
N: 0.39801 1.05282 -1.24497
O: -2.37728 0.18658 -1.40164
O: 0.83285 -1.31584 0.62962
O: 2.26380 -0.77993 -1.30553
O: 1.78076 0.97367 0.52437
S: 2.07688 -0.79775 0.14634
H: -1.27722 1.72329 0.47941
H: -0.16162 2.14829 1.90335
H: -0.16171 3.18207 0.48991
H: 4.24983 -1.23402 0.71313
H: -4.07295 -0.89806 -1.34428
H: 3.02499 -1.65528 2.01896
H: -3.27680 -2.41422 0.21485
H: -1.79001 -1.40217 0.49815
H: 1.23721 0.63030 -1.78800
H: -0.58571 0.97042 -1.51044

Here are the Mulliken charges for atoms 1 to 8, given in e: C 0.078; C -0.959; C -0.855; C 0.712; N -0.263; N -0.239; O -0.633; O -0.624

Most stable structure, least stable structure: entry 1, entry 2.

Entry 1
Molecular formula: CH4FNP2
Method: DFT, wB97M-V/def2-TZVPD

Its LUMO energy is -1.05 eV. As for the net charge: 0. As for the multiplicity: 1. The SMILES is [H]/P=N/P(C)F. The value obtained for the gap between HOMO and LUMO is 8.39 eV. The highest occupied orbital energy comes out at -0.34698 hartree.

Geometry (Å):
H: 3.06758 -0.69072 1.13122
P: 2.41374 -0.90191 0.01159
N: 1.25197 0.11757 0.24317
P: 0.13889 0.91778 -0.74761
C: -1.39335 -0.25683 -0.40764
F: -0.36167 1.94171 0.66013
H: -2.16227 0.18639 -1.03592
H: -1.68863 -0.03651 0.58377
H: -1.26626 -1.27748 -0.43871

Here are the Mulliken charges for atoms 1 to 8, given in e: H 0.054; P 0.040; N -0.074; P 0.355; C -0.952; F -0.391; H 0.300; H 0.302

Entry 2
Molecular formula: CH4FNP2
Method: DFT, wB97M-V/def2-TZVPD

Its LUMO energy is 0.59 eV. As for the net charge: 0. As for the multiplicity: 1. The SMILES is [H]/N=C(/F)[PH]#[PH2]. The value obtained for the gap between HOMO and LUMO is 9.75 eV. The highest occupied orbital energy comes out at -0.33688 hartree.

Geometry (Å):
H: 1.68749 -1.49910 1.06243
N: 2.07891 -0.63799 0.90707
C: 1.37900 -0.09019 0.02349
F: 1.67335 1.14384 -0.35458
P: -0.47344 -0.49686 -0.83350
P: -1.65117 0.79037 0.31093
H: -0.43056 -1.67064 -0.06702
H: -1.47637 1.94890 -0.64408
H: -2.78721 0.51167 -0.40473

Here are the Mulliken charges for atoms 1 to 8, given in e: H 0.271; N -0.553; C 0.381; F -0.223; P 0.033; P -0.119; H 0.038; H 0.096

Most stable structure, least stable structure: entry 1, entry 2.

Entry 1
Molecular formula: C9H17N3S2
Method: DFT, wB97M-V/def2-TZVPD

Its LUMO energy is 0.55 eV. As for the net charge: 0. As for the multiplicity: 1. The value obtained for the gap between HOMO and LUMO is 8.80 eV. The highest occupied orbital energy comes out at -0.30305 hartree.

Geometry (Å):
C: 4.66663 0.77113 -3.10961
C: 3.35237 1.49961 -3.47948
C: 2.28857 0.71800 -2.78273
C: 2.09961 -0.72941 -3.21718
C: 0.68966 -1.18228 -2.60836
C: 0.71970 -1.38414 -1.09219
C: -0.78834 -1.69210 -0.64723
C: -1.20253 -0.38779 1.63078
C: -1.89789 0.97738 3.15180
H: 5.66468 1.37380 -3.23613
H: 4.79805 -0.18305 -3.60860
H: 4.65189 0.51464 -2.02290
H: 3.19528 1.49729 -4.53279
H: 3.49230 2.51131 -3.05833
H: 1.22546 1.21764 -2.80022
H: 2.55262 0.45715 -1.71152
H: 2.85812 -1.33615 -2.71377
H: 2.22808 -0.72857 -4.31309
H: -0.22918 -0.59107 -2.95393
H: 0.55217 -2.15720 -3.00889
H: 1.39794 -2.19318 -0.81450
H: 1.16387 -0.55000 -0.49202
H: -1.47238 -0.84921 -1.00774
H: -1.27381 -2.64371 -1.01470
H: -2.48519 0.90966 5.11390
H: -2.28620 2.57587 4.49845
N: -1.66573 0.45697 0.74327
N: -2.36470 1.59851 4.32343
N: -1.24131 -0.22007 3.02157
S: -0.93504 -2.02924 1.10847
S: -2.10861 1.76577 1.64054

Here are the Mulliken charges for atoms 1 to 8, given in e: C -1.120; C -0.471; C -0.347; C -0.661; C -0.718; C -0.454; C -0.714; C 0.405

Entry 2
Molecular formula: C9H17N3S2
Method: DFT, wB97M-V/def2-TZVPD

Its LUMO energy is -0.29 eV. As for the net charge: 0. As for the multiplicity: 1. The value obtained for the gap between HOMO and LUMO is 7.36 eV. The highest occupied orbital energy comes out at -0.28104 hartree.

Geometry (Å):
C: 1.19244 1.45649 -0.41992
C: 0.03254 2.46179 -1.00451
C: -1.08777 2.28003 0.13756
C: -1.32906 0.80797 0.46784
C: -1.89642 -0.23402 -0.62274
C: -2.68963 -1.40367 0.21635
C: -1.84424 -2.44541 0.73935
C: 0.82705 -1.98878 0.06739
C: 2.98644 -0.82497 0.35250
H: 1.25327 1.64020 0.78541
H: 0.87269 0.48660 -0.27139
H: 2.31698 1.58169 -1.00159
H: -0.47576 2.07795 -1.96947
H: 0.56154 3.48966 -1.28075
H: -0.55690 2.74140 1.02729
H: -1.89042 2.86562 -0.15217
H: -0.43375 0.38233 0.93704
H: -2.05638 0.81948 1.28150
H: -1.30881 -1.02087 -1.43591
H: -2.59864 0.17211 -1.45243
H: -3.36477 -1.99966 -0.62349
H: -3.38220 -0.98212 0.90868
H: -0.99892 -1.71445 1.28919
H: -1.99714 -3.40141 1.26408
H: 4.49414 0.42716 0.72070
H: 4.71955 -0.86559 -0.83163
N: 0.88425 -1.26688 1.16939
N: 2.06022 -0.67894 1.37839
N: 4.24175 -0.63151 0.33311
S: -0.58078 -2.68751 -0.81372
S: 2.04874 -1.54465 -1.19604

Here are the Mulliken charges for atoms 1 to 8, given in e: C 0.361; C -0.370; C -1.243; C -0.419; C -0.281; C -0.913; C -0.411; C 0.604

Most stable structure, least stable structure: entry 1, entry 2.